Entry from OMol25: a single C17H18N4OS molecule at a distorted geometry (the ωB97M-V functional and the def2-TZVPD basis).

XYZ file:
```
41
C17H18N4OS the ωB97M-V functional and the def2-TZVPD basis
C 2.720 -4.571 -0.101
C 3.556 -3.537 0.472
N 2.877 -2.250 0.346
C 3.532 -1.096 0.017
O 4.756 -1.099 -0.033
C 2.816 0.136 -0.138
C 1.423 0.241 -0.053
C 0.981 1.553 -0.469
C -0.305 1.966 -0.601
C -1.383 1.037 -0.301
C -1.709 0.009 -1.197
C -2.760 -0.850 -0.945
C -3.500 -0.677 0.223
C -4.614 -1.628 0.552
C -3.186 0.334 1.123
C -2.107 1.208 0.885
C -1.678 2.219 1.868
N -0.566 3.215 -0.933
C 0.463 3.985 -1.145
N 0.103 5.217 -1.498
N 1.748 3.691 -1.053
C 1.980 2.422 -0.735
S 3.573 1.673 -0.515
H 3.257 -5.544 -0.086
H 2.488 -4.340 -1.126
H 1.824 -4.663 0.520
H 3.803 -3.797 1.508
H 4.542 -3.552 -0.039
H 1.886 -2.173 0.530
H 0.777 -0.627 0.174
H -1.155 -0.123 -2.113
H -2.967 -1.614 -1.632
H -4.845 -1.650 1.623
H -5.498 -1.315 -0.008
H -4.319 -2.686 0.283
H -3.782 0.431 2.048
H -1.976 3.198 1.515
H -0.595 2.222 2.002
H -2.118 2.067 2.847
H -0.847 5.242 -1.811
H 0.804 5.730 -2.005
```

LUMO energy = 0.12 eV
Net charge = 0
SMILES string = CCNC(=O)c1cc2c(-c3ccc(C)cc3C)nc(N)nc2s1
HOMO level = -8.3 eV